# C2H10N4

2 unconnected molecules or ions with the total composition C2H10N4 (ωB97M-V with the def2-TZVPD basis set, the Open Molecules 2025 dataset).

- HOMO: -9.10 eV
- Energy: -8195.5247 eV
- ΔE to the lowest compared entry with this formula, charge and spin: 30.2 kcal per mole
- Spin multiplicity: 1

XYZ file:
```
16
C2H10N4 | the Open Molecules 2025 dataset | ωB97M-V with the def2-TZVPD basis set
N 2.66 2.70 -1.58
C 2.12 2.38 -0.28
H 2.48 0.53 0.58
N -3.59 -2.19 1.86
H -4.09 -1.93 -0.05
N -2.74 -3.58 0.19
H 2.14 3.32 0.28
H -2.72 -3.62 -0.80
H 2.41 2.24 -2.44
H -4.11 -1.33 1.94
H -2.13 -3.98 0.88
H 3.71 1.27 0.20
H 1.10 2.03 -0.44
H 3.50 3.24 -1.66
C -3.56 -2.58 0.65
N 2.83 1.49 0.69
```